(1)
Entry from the Open Molecules 2025 dataset: a cluster of 3 separate species, C22H48F3IN9O2P2S in total (wB97M-V/def2-TZVPD).

Last column: Löwdin charge in e.
CARTESIAN COORDINATES (ANGSTROEM)
N  2.87  -1.88  1.48  0.057
C  2.06  -2.50  0.50  -0.789
S  0.26  -2.16  0.85  0.875
C  2.15  -4.05  0.42  -0.149
C  2.10  -4.38  -1.08  -0.069
C  3.01  -3.25  -1.65  -0.319
C  4.43  -3.65  -1.24  -0.161
C  4.95  -4.86  -1.69  -0.003
C  6.24  -5.15  -1.32  -0.028
C  6.95  -4.26  -0.53  -0.123
N  6.46  -3.12  -0.05  0.104
C  5.21  -2.85  -0.43  -0.117
C  2.94  -3.21  -3.19  -0.577
F  4.08  -2.74  -3.72  0.171
F  1.96  -2.36  -3.59  0.114
F  2.68  -4.40  -3.71  0.184
N  2.37  -2.10  -0.96  -0.374
I  3.01  -0.13  -1.36  1.158
H  3.02  -2.55  2.23  0.109
H  2.34  -1.14  1.92  0.074
H  -0.15  -1.51  -0.26  -0.111
H  2.96  -4.51  0.98  0.134
H  1.23  -4.48  0.82  0.096
H  1.10  -4.20  -1.48  0.139
H  2.39  -5.38  -1.37  0.131
H  4.39  -5.55  -2.31  0.125
H  6.71  -6.07  -1.65  0.116
H  7.97  -4.50  -0.28  0.116
H  4.80  -1.93  -0.05  0.045
H  1.44  -2.06  -1.38  0.053
O  1.45  3.12  0.07  -0.329
P  2.18  4.33  0.58  0.627
N  1.03  5.12  1.57  -0.328
C  -0.06  5.91  1.02  -0.110
C  0.61  4.30  2.69  -0.133
N  2.54  5.11  -0.93  -0.304
C  2.09  6.44  -1.29  -0.132
C  2.58  4.25  -2.10  -0.145
N  3.51  4.97  1.35  -0.319
C  3.52  6.06  2.31  -0.092
C  4.82  4.58  0.84  -0.114
H  -0.54  6.45  1.84  0.085
H  -0.82  5.31  0.51  0.092
H  0.30  6.67  0.34  0.046
H  1.47  4.03  3.31  0.075
H  0.11  3.38  2.38  0.077
H  -0.07  4.86  3.33  0.084
H  1.03  6.46  -1.56  0.080
H  2.66  6.80  -2.14  0.084
H  2.27  7.15  -0.48  0.077
H  1.58  4.05  -2.52  0.087
H  3.04  3.29  -1.87  0.037
H  3.19  4.72  -2.88  0.084
H  3.19  7.00  1.87  0.081
H  4.54  6.20  2.67  0.084
H  2.91  5.85  3.19  0.071
H  5.22  5.35  0.18  0.089
H  4.76  3.65  0.28  0.069
H  5.52  4.41  1.66  0.083
O  -3.65  -1.62  1.05  -0.310
P  -5.11  -1.77  0.82  0.630
N  -5.23  -3.03  -0.35  -0.328
C  -4.95  -2.81  -1.75  -0.119
C  -4.68  -4.29  0.13  -0.137
N  -5.49  -0.19  0.25  -0.306
C  -6.07  0.10  -1.05  -0.138
C  -4.57  0.87  0.64  -0.142
N  -6.63  -2.03  1.45  -0.319
C  -7.69  -2.86  0.90  -0.095
C  -7.05  -1.15  2.54  -0.113
H  -5.26  -3.69  -2.31  0.084
H  -3.89  -2.62  -1.96  0.086
H  -5.54  -1.99  -2.16  0.046
H  -5.20  -4.61  1.04  0.077
H  -3.61  -4.21  0.36  0.072
H  -4.82  -5.07  -0.61  0.082
H  -5.33  0.01  -1.86  0.077
H  -6.46  1.12  -1.06  0.083
H  -6.92  -0.55  -1.27  0.076
H  -3.69  0.92  0.00  0.080
H  -4.23  0.73  1.67  0.067
H  -5.09  1.83  0.60  0.082
H  -8.03  -2.48  -0.07  0.080
H  -8.54  -2.86  1.58  0.084
H  -7.39  -3.90  0.77  0.070
H  -7.68  -0.34  2.17  0.088
H  -6.18  -0.71  3.03  0.076
H  -7.60  -1.71  3.30  0.082

Properties
DFT total energy   -86756.988 eV
LUMO   -0.1696 Ha
E_HOMO   -9.95 eV
Charge   +1

---

(2)
Entry from the Open Molecules 2025 dataset: the molecule C5H6S2 (wB97M-V/def2-TZVPD).

Last column: Löwdin charge in e.
CARTESIAN COORDINATES (ANGSTROEM)
S  1.10  -1.98  -0.45  0.647
C  0.53  -0.50  -0.11  -1.072
S  0.06  0.71  -1.44  0.825
C  -0.96  1.78  -0.20  -0.344
C  -1.21  0.70  0.86  -0.318
C  -0.86  0.21  2.23  -0.036
C  0.22  0.22  1.15  -0.346
H  -0.35  2.66  0.16  0.095
H  -1.86  2.02  -0.73  0.052
H  -1.80  -0.07  0.39  0.122
H  -0.77  0.91  3.10  0.118
H  -1.19  -0.78  2.49  0.105
H  0.93  1.09  1.31  0.153

Properties
DFT total energy   -26949.426 eV
LUMO   -0.0048 Ha
E_HOMO   -8.54 eV
Energy above the lowest of the compared OMol25 structures with the same formula, charge and spin   57.63 kcal/mol

---

(3)
Entry from the Open Molecules 2025 dataset: a cluster of 4 separate species, C2H15N2O3 in total (wB97M-V/def2-TZVPD).

Last column: Löwdin charge in e.
CARTESIAN COORDINATES (ANGSTROEM)
N  -0.63  0.35  1.00  0.164
C  -0.49  -0.69  -0.08  -0.154
C  -1.77  -1.02  -0.92  -0.244
N  -1.33  -1.17  -2.32  -0.012
H  -1.20  1.09  0.56  0.149
H  -1.10  -0.12  1.79  0.172
H  0.26  0.65  1.46  0.116
H  0.27  -0.36  -0.84  0.105
H  -0.07  -1.62  0.36  0.139
H  -2.15  -1.99  -0.54  0.118
H  -2.43  -0.16  -0.88  0.107
H  -0.47  -1.74  -2.35  0.059
H  -1.95  -1.70  -2.93  0.079
H  1.75  0.67  4.08  0.062
H  2.21  0.74  2.62  0.054
O  1.45  0.57  3.18  -0.048
H  0.81  3.68  0.47  0.064
H  -0.35  3.53  1.36  0.062
O  0.24  2.98  0.82  -0.052
H  2.36  -0.61  -2.73  0.064
H  2.62  -1.90  -2.04  0.055
O  1.96  -1.19  -2.06  -0.060

Properties
DFT total energy   -11433.735 eV
LUMO   -0.1072 Ha
E_HOMO   -12.71 eV
Energy above the lowest of the compared OMol25 structures with the same formula, charge and spin   19.60 kcal/mol
Charge   +1

---

(4)
Entry from the Open Molecules 2025 dataset: the molecule CClFN2O (wB97M-V/def2-TZVPD).

Last column: Löwdin charge in e.
CARTESIAN COORDINATES (ANGSTROEM)
N  1.43  -1.23  0.38  0.218
C  0.65  -0.44  0.11  -0.302
N  0.00  0.65  -0.32  -0.046
F  -0.21  1.63  0.57  0.035
O  -1.48  0.10  -0.91  -0.562
Cl  -2.39  -0.46  0.37  0.658

Properties
DFT total energy   -21297.302 eV
LUMO   -0.0590 Ha
E_HOMO   -11.36 eV
Energy above the lowest of the compared OMol25 structures with the same formula, charge and spin   31.31 kcal/mol

---

(5)
Entry from the Open Molecules 2025 dataset: a structure of composition C16H32AlFO12 (wB97M-V/def2-TZVPD).

Last column: Löwdin charge in e.
CARTESIAN COORDINATES (ANGSTROEM)
Al  -8.58  -34.79  -19.93  1.293
F  -7.57  -32.70  -21.60  -0.322
C  -7.63  -33.56  -25.89  -0.014
C  -8.18  -33.94  -24.52  -0.168
O  -9.23  -34.90  -24.66  0.108
C  -9.63  -35.71  -23.72  -0.584
O  -9.29  -35.68  -22.56  0.019
O  -10.40  -36.65  -24.28  0.033
C  -10.64  -37.86  -23.56  -0.003
H  -8.41  -33.36  -26.63  0.096
H  -6.99  -34.38  -26.20  0.096
H  -7.06  -32.64  -25.75  0.084
H  -8.62  -33.06  -24.04  0.113
H  -7.37  -34.32  -23.88  0.131
H  -9.75  -38.49  -23.71  0.113
H  -11.57  -38.25  -23.96  0.111
H  -10.64  -37.74  -22.48  0.092
C  -7.88  -28.39  -19.97  -0.061
C  -8.51  -29.67  -19.54  -0.192
O  -8.00  -30.05  -18.24  0.108
C  -8.20  -31.31  -17.90  -0.578
O  -8.71  -32.19  -18.55  0.039
O  -7.74  -31.47  -16.67  0.054
C  -7.95  -32.73  -16.02  -0.024
H  -6.80  -28.43  -19.86  0.088
H  -8.16  -27.49  -19.41  0.098
H  -8.22  -28.08  -20.96  0.071
H  -8.29  -30.37  -20.36  0.096
H  -9.59  -29.63  -19.42  0.138
H  -7.32  -33.44  -16.55  0.091
H  -8.95  -33.15  -15.90  0.106
H  -7.55  -32.70  -15.01  0.109
C  -10.50  -29.54  -22.47  -0.029
C  -9.93  -30.89  -22.87  -0.189
O  -11.02  -31.75  -23.26  0.084
C  -11.37  -32.79  -22.57  -0.571
O  -10.81  -33.29  -21.61  0.102
O  -12.53  -33.20  -23.10  0.051
C  -13.11  -34.42  -22.62  -0.002
H  -9.71  -28.85  -22.17  0.059
H  -11.06  -29.62  -21.54  0.090
H  -11.09  -29.07  -23.26  0.096
H  -9.38  -31.28  -22.02  0.077
H  -9.28  -30.84  -23.74  0.123
H  -12.36  -35.21  -22.55  0.084
H  -13.82  -34.79  -23.35  0.110
H  -13.66  -34.26  -21.69  0.109
C  -5.94  -29.45  -22.76  -0.026
C  -5.00  -30.63  -22.58  -0.179
O  -3.72  -30.00  -22.42  0.098
C  -2.66  -30.72  -22.08  -0.567
O  -2.70  -31.90  -21.81  0.213
O  -1.61  -29.93  -22.02  0.061
C  -0.41  -30.42  -21.34  0.043
H  -5.93  -28.77  -21.91  0.068
H  -6.92  -29.94  -22.78  0.072
H  -5.77  -28.91  -23.69  0.101
H  -5.05  -31.25  -23.48  0.145
H  -5.25  -31.30  -21.76  0.120
H  -0.46  -29.88  -20.40  0.112
H  0.46  -30.02  -21.86  0.107
H  -0.40  -31.51  -21.32  0.100

Properties
DFT total energy   -50971.360 eV
LUMO   -0.4937 Ha
E_HOMO   -15.69 eV
Energy above the lowest of the compared OMol25 structures with the same formula, charge and spin   0.00 kcal/mol
Charge   +2